The following is a quantum chemistry calculation of a molecular structure, C3H4N4OS in a non-equilibrium geometry, from OMol25.

CARTESIAN COORDINATES (ANGSTROEM)
1 C -0.1495 -0.2370 -1.3432
2 C -0.5700 1.2101 -1.0460
3 C 0.2394 -0.9982 -0.1188
4 N -2.3504 0.8091 -0.8281
5 N -0.7654 2.0174 -2.1287
6 N -2.8233 1.3715 -1.7482
7 N -1.8944 2.1402 -2.5570
8 O -0.1815 -0.6664 -2.4584
9 S 0.2498 1.9390 0.3520
10 H -0.4355 -0.7864 0.7081
11 H 1.2480 -0.6980 0.1683
12 H 0.2510 -2.0622 -0.3433
13 H -0.4560 3.0735 0.3437

- Energy relative to the best compared isomer or geometry (same formula, charge and spin): 53.9 kcal per mole
- Orbital gap: 8.7 eV
- LUMO energy: -0.9481 eV
- Electronic energy: -22015.28825 eV

=====

The following is a quantum chemistry calculation of a gas-phase ion, C3H4N5O (charge -1) in a non-equilibrium geometry, from OMol25.

CARTESIAN COORDINATES (ANGSTROEM)
1 H 2.4862 0.1593 -0.5521
2 N 1.5588 -0.0157 -0.2432
3 C 0.7367 1.0066 -0.4540
4 N 0.4453 2.0501 -1.2983
5 N -0.8375 2.3729 -0.9964
6 N -1.2968 1.6997 -0.0055
7 N -0.3310 0.8793 0.3967
8 C -0.2365 -0.3689 0.9689
9 C -0.5710 -1.5995 0.1672
10 O -0.0690 -0.4548 2.1430
11 H 0.0540 -2.4104 0.5757
12 H -0.3119 -1.4772 -0.8294
13 H -1.6274 -1.8416 0.1274

- Energy relative to the best compared isomer or geometry (same formula, charge and spin): 33.3 kcal per mole
- Orbital gap: 7.7 eV
- Net charge: -1
- LUMO energy: 4.1938 eV
- Electronic energy: -12672.65113 eV

=====

The following is a quantum chemistry calculation of a gas-phase ion, C3H4NO (charge -1) in a non-equilibrium geometry, from OMol25.

CARTESIAN COORDINATES (ANGSTROEM)
1 C 0.0692 -2.0310 -0.4692
2 C 0.4533 -0.9177 -0.2556
3 C 0.3589 0.5127 -0.1907
4 N -0.6962 1.0834 0.5448
5 O -0.0565 2.0806 1.3429
6 H -0.2099 -3.0105 -0.8010
7 H 0.0986 0.6400 -1.3353
8 H 1.1823 1.1777 0.0154
9 H -1.1997 0.4649 1.1487

- Energy relative to the best compared isomer or geometry (same formula, charge and spin): 49.0 kcal per mole
- Orbital gap: 5.4 eV
- Net charge: -1
- LUMO energy: 4.0867 eV
- Electronic energy: -6708.66075 eV

=====

The following is a quantum chemistry calculation of a gas-phase ion, C3H4NO (charge +1) in a non-equilibrium geometry, from OMol25.

CARTESIAN COORDINATES (ANGSTROEM)
1 C -1.2916 0.0110 0.0352
2 C 0.2885 0.7717 0.0472
3 C 0.3326 -0.8439 0.0188
4 N -1.1266 1.1912 -0.0666
5 O -1.1179 -1.2048 -0.0061
6 H 0.5991 1.3847 0.9585
7 H 0.8588 1.1189 -0.7685
8 H 0.6300 -1.0672 -1.0077
9 H 0.8272 -1.3616 0.7891

- Energy relative to the best compared isomer or geometry (same formula, charge and spin): 87.8 kcal per mole
- Orbital gap: 11.5 eV
- Net charge: +1
- LUMO energy: -5.7692 eV
- Electronic energy: -6700.86464 eV

=====

The following is a quantum chemistry calculation of a molecular structure, C3H4NO in a non-equilibrium geometry, from OMol25.

CARTESIAN COORDINATES (ANGSTROEM)
1 C -0.4781 0.6658 -1.1942
2 C -0.5931 0.3852 0.5953
3 C 0.6859 -0.5713 -0.1343
4 N -1.2570 1.1366 -0.4352
5 O 0.7995 -0.0721 -1.3907
6 H -1.2112 -0.4116 1.0079
7 H 0.1065 1.1335 1.2646
8 H 1.7554 -0.6030 0.3389
9 H 0.1921 -1.6632 -0.0524

- Energy relative to the best compared isomer or geometry (same formula, charge and spin): 131.9 kcal per mole
- Orbital gap: 8.9 eV
- Net charge: +1
- LUMO energy: -7.8084 eV
- Electronic energy: -6698.94896 eV

=====

The following is a quantum chemistry calculation of a gas-phase ion, C3H4NO (charge +1) in a non-equilibrium geometry, from OMol25.

CARTESIAN COORDINATES (ANGSTROEM)
1 C -0.5481 1.7185 -0.7792
2 N 0.0904 1.0029 -0.1548
3 C 0.6060 -0.0856 0.4751
4 C -0.2455 -1.3439 0.0963
5 O -1.2032 -1.2897 -0.5881
6 H -1.0973 2.4441 -1.3288
7 H 0.5720 0.0565 1.5643
8 H 1.6460 -0.2509 0.1691
9 H 0.1795 -2.2519 0.5460

- Energy relative to the best compared isomer or geometry (same formula, charge and spin): 18.5 kcal per mole
- Orbital gap: 10.4 eV
- Net charge: +1
- LUMO energy: -5.0160 eV
- Electronic energy: -6703.86814 eV

=====

The following is a quantum chemistry calculation of 2 unconnected molecules or ions with the total composition C3H4NO2 in a non-equilibrium geometry, from OMol25.

CARTESIAN COORDINATES (ANGSTROEM)
1 C -1.3203 -0.8104 1.2652
2 C -1.2885 -0.3565 0.0335
3 C 1.3114 0.9605 -0.8618
4 N 1.1043 -0.0652 -0.2103
5 O -1.4056 -1.3465 2.2665
6 O 1.4198 -1.1058 0.1395
7 H -1.1067 -1.1536 -0.7339
8 H -1.5739 0.7112 -0.1786
9 H 2.3358 1.4602 -0.8616
10 H 0.5238 1.7061 -0.8585

- Energy relative to the best compared isomer or geometry (same formula, charge and spin): 124.2 kcal per mole
- Orbital gap (alpha / beta): 7.5 / 6.8 eV
- Net charge: +1
- LUMO energy (alpha / beta): -7.4155 / -7.8384 eV
- Electronic energy: -8747.60367 eV

=====

The following is a quantum chemistry calculation of 2 unconnected molecules or ions with the total composition C3H4NO3 in a non-equilibrium geometry, from OMol25.

CARTESIAN COORDINATES (ANGSTROEM)
1 C 1.4628 0.8916 0.1964
2 C 2.0766 -0.5534 0.1776
3 C -2.7631 -0.1359 0.1357
4 N -1.7128 -0.3926 -0.4862
5 O 0.3392 1.0788 0.0420
6 O -3.7330 0.2836 0.4574
7 O 1.3211 -1.4709 0.3045
8 H 2.2279 1.7725 0.4141
9 H 3.2313 -0.6437 0.0705
10 H -1.5702 -1.0345 -1.1968
11 H -0.8797 0.2044 -0.1151

- Energy relative to the best compared isomer or geometry (same formula, charge and spin): 29.2 kcal per mole
- Orbital gap: 9.4 eV
- Net charge: +1
- LUMO energy: -5.0370 eV
- Electronic energy: -10798.77746 eV

=====

The following is a quantum chemistry calculation of a molecular structure, C3H4NO3 in a non-equilibrium geometry, from OMol25.

CARTESIAN COORDINATES (ANGSTROEM)
1 C -0.0615 -1.2165 -2.3344
2 C 0.6153 -0.5417 0.1461
3 C -0.4937 0.2041 -0.6200
4 N 1.1144 -1.3812 -0.8763
5 O 0.1783 -1.8671 -3.2322
6 O 2.0546 -2.0739 -0.8338
7 O -0.8570 -0.3653 -1.9095
8 H 1.3417 -0.0293 0.7667
9 H 0.0504 -1.0489 0.8941
10 H -1.3882 0.0041 -0.0565
11 H -0.1858 1.2184 -0.8137

- Expectation value of S²: 2.0091
- Energy relative to the best compared isomer or geometry (same formula, charge and spin): 0.7 kcal per mole
- Orbital gap (alpha / beta): 11.0 / 9.4 eV
- 2S+1: 3
- Net charge: +1
- LUMO energy (alpha / beta): -3.8298 / -8.6180 eV
- Electronic energy: -10795.28926 eV

=====

The following is a quantum chemistry calculation of 2 unconnected molecules or ions with the total composition C3H4NO4S in a non-equilibrium geometry, from OMol25.

CARTESIAN COORDINATES (ANGSTROEM)
1 C -2.1736 -1.4272 0.3505
2 C 1.0059 1.2023 -0.2406
3 C 1.4483 0.1225 -1.0973
4 N 0.8035 2.4101 -0.5950
5 O -3.3468 -1.5141 0.3794
6 O -1.2860 -1.8614 -0.2831
7 O -0.1639 -0.0827 3.5137
8 O -1.5556 -0.4321 1.4938
9 S -0.1550 -0.6001 2.1514
10 H 0.5789 -0.6378 -1.1521
11 H 2.3403 -0.2835 -0.7454
12 H 1.7095 0.6194 -2.1207
13 H 0.7945 2.4845 -1.6546

- Energy relative to the best compared isomer or geometry (same formula, charge and spin): 60.1 kcal per mole
- Orbital gap (alpha / beta): 6.2 / 8.8 eV
- Net charge: -1
- LUMO energy (alpha / beta): 2.6942 / 3.5955 eV
- Electronic energy: -23689.80137 eV

=====

The following is a quantum chemistry calculation of a single C3H4NOP molecule in a non-equilibrium geometry, from OMol25.

CARTESIAN COORDINATES (ANGSTROEM)
1 P 2.1492 -0.3347 0.0160
2 C 0.3736 -0.1103 -0.1940
3 C -0.5085 0.9105 0.1824
4 N -1.7364 0.3542 0.2913
5 C -1.6881 -0.8505 -0.1813
6 O -0.5056 -1.3219 -0.4513
7 H 2.0636 0.6992 1.0122
8 H 2.7029 0.3576 -0.9780
9 H -0.4045 1.9154 0.4441
10 H -2.4461 -1.6196 -0.1414

- Energy relative to the best compared isomer or geometry (same formula, charge and spin): 19.3 kcal per mole
- Orbital gap: 10.0 eV
- LUMO energy: 0.8028 eV
- Electronic energy: -16000.17735 eV

=====

The following is a quantum chemistry calculation of a single C3H4NOP molecule in a non-equilibrium geometry, from OMol25.

CARTESIAN COORDINATES (ANGSTROEM)
1 C 0.5289 0.4339 0.6356
2 C 0.9563 0.0776 -0.7706
3 C -1.1957 -0.4475 -0.1627
4 N -0.2574 -0.4381 -1.1941
5 O 1.9935 0.0809 -1.3211
6 P 1.3026 1.2512 1.7543
7 H -1.0593 -1.3361 0.4298
8 H -2.1500 0.0618 -0.2154
9 H -0.3041 -1.1296 -1.9372
10 H 0.1852 1.4458 2.7815

- Energy relative to the best compared isomer or geometry (same formula, charge and spin): 65.1 kcal per mole
- Orbital gap: 9.0 eV
- LUMO energy: -0.3118 eV
- Electronic energy: -15998.19155 eV

=====

The following is a quantum chemistry calculation of 2 unconnected molecules or ions with the total composition C3H4NOP in a non-equilibrium geometry, from OMol25.

CARTESIAN COORDINATES (ANGSTROEM)
1 C -1.1653 1.3871 -1.8696
2 C -0.2471 1.7753 -1.0186
3 O 0.5859 2.1768 -0.3111
4 H -1.8242 2.1293 -2.1206
5 H -1.1639 0.4204 -2.2556
6 N 0.7003 -2.4480 2.4839
7 C 0.8074 -1.6117 1.6058
8 P 1.5469 -0.6046 0.5201
9 H 0.1506 -2.4199 3.4389
10 H 0.6093 -0.8046 -0.4734

- Energy relative to the best compared isomer or geometry (same formula, charge and spin): 49.4 kcal per mole
- Orbital gap: 9.2 eV
- LUMO energy: 0.7538 eV
- Electronic energy: -15998.86971 eV

=====

The following is a quantum chemistry calculation of a molecular structure, C3H4NOS2 in a non-equilibrium geometry, from OMol25.

CARTESIAN COORDINATES (ANGSTROEM)
1 C -1.5688 -0.4380 0.4313
2 C 0.1157 0.1438 0.9320
3 C 0.1575 0.5643 -1.1464
4 N 0.9242 -0.3910 -0.1264
5 O -2.3051 -0.8352 1.2315
6 S -1.5112 -0.3593 -1.2907
7 S 0.1991 1.7845 0.1680
8 H 0.3758 0.1515 2.0339
9 H 0.8166 0.6923 -1.9834
10 H 1.8577 0.1542 0.0513
11 H 0.9386 -1.4671 -0.3012

- Energy relative to the best compared isomer or geometry (same formula, charge and spin): 36.2 kcal per mole
- Orbital gap: 9.8 eV
- Net charge: +1
- LUMO energy: -4.2734 eV
- Electronic energy: -28373.86711 eV

=====

The following is a quantum chemistry calculation of a single C3H4NP molecule in a non-equilibrium geometry, from OMol25.

CARTESIAN COORDINATES (ANGSTROEM)
1 C -0.5532 -0.3997 0.3386
2 C 0.5791 -1.2634 0.0588
3 N 1.3757 -0.9036 -0.9060
4 P 0.7229 0.5034 -1.6720
5 C -0.5320 0.7093 -0.4482
6 H -1.2248 -0.2423 1.1756
7 H 0.8715 -2.1079 0.5557
8 H 1.9059 1.2680 -1.3652
9 H -1.5385 1.3481 -0.6102

- Energy relative to the best compared isomer or geometry (same formula, charge and spin): 12.5 kcal per mole
- Orbital gap: 9.4 eV
- LUMO energy: 0.0487 eV
- Electronic energy: -13952.80282 eV

=====

The following is a quantum chemistry calculation of a single C3H4NP molecule in a non-equilibrium geometry, from OMol25.

CARTESIAN COORDINATES (ANGSTROEM)
1 C 2.2533 0.6268 -0.2261
2 C -1.4164 1.3801 -0.0860
3 C 0.3675 -0.9150 -0.0105
4 N 1.4133 -0.2180 -0.0977
5 P -1.3084 -0.2839 -0.1753
6 H 2.5610 1.1804 0.7021
7 H -2.4050 1.6223 0.1058
8 H 0.6264 -1.9514 0.1578
9 H -2.0918 -1.4413 -0.3701

- Energy relative to the best compared isomer or geometry (same formula, charge and spin): 120.8 kcal per mole
- Orbital gap (alpha / beta): 7.8 / 7.8 eV
- LUMO energy (alpha / beta): -0.3145 / -0.3145 eV
- Electronic energy: -13948.10330 eV

=====

The following is a quantum chemistry calculation of a single C3H4NPS molecule in a non-equilibrium geometry, from OMol25.

CARTESIAN COORDINATES (ANGSTROEM)
1 C -0.2826 0.0848 1.7020
2 C 0.0210 -0.2979 0.3247
3 N 0.1285 -1.4654 -0.0310
4 P 0.4799 -1.4573 -2.1428
5 C 0.4209 0.2051 -2.1542
6 S 0.1276 1.1077 -0.7381
7 H -0.7319 -0.5727 2.4327
8 H -0.9944 0.8180 1.4771
9 H 0.6067 0.6767 2.0496
10 H 0.2245 0.9011 -2.9200

- Energy relative to the best compared isomer or geometry (same formula, charge and spin): 30.1 kcal per mole
- Orbital gap: 9.0 eV
- LUMO energy: 0.0502 eV
- Electronic energy: -24787.95605 eV

=====

The following is a quantum chemistry calculation of a molecular structure, C3H4NaO3 in a non-equilibrium geometry, from OMol25.

CARTESIAN COORDINATES (ANGSTROEM)
1 C -0.9594 0.2770 -0.7673
2 O 1.4508 -0.3555 -1.6108
3 C 1.4634 0.4318 -0.6524
4 C -1.2331 -1.0487 -0.6871
5 O 0.1794 0.8416 -0.2418
6 O 2.2381 0.4941 0.3225
7 H -1.0773 0.7524 -1.7470
8 H -1.2024 -1.5911 0.2603
9 H -1.8972 -1.4751 -1.4389
10 H 0.0618 0.7574 4.2223
11 Na 0.9759 0.9161 2.3402

- Energy relative to the best compared isomer or geometry (same formula, charge and spin): 27.5 kcal per mole
- Orbital gap: 6.1 eV
- Net charge: -1
- LUMO energy: 2.5554 eV
- Electronic energy: -13734.02807 eV

=====

The following is a quantum chemistry calculation of a molecular structure, C3H4NaO4Tl in a non-equilibrium geometry, from OMol25.

CARTESIAN COORDINATES (ANGSTROEM)
1 H -2.6257 3.1566 2.0027
2 O -1.8323 -0.2705 0.5750
3 C -1.1450 0.6206 0.1094
4 C -0.0932 0.3600 -0.9604
5 O 1.1449 0.0503 -0.3412
6 C 1.4038 -1.2506 0.0939
7 O 0.4900 -2.0928 -0.0056
8 O 2.5520 -1.3795 0.5298
9 Na 3.3681 0.7931 0.3877
10 Tl -1.5926 -2.4739 0.3828
11 H -1.3228 1.6741 0.3973
12 H 0.0716 1.2681 -1.5509
13 H -0.4188 -0.4554 -1.6203

- Energy relative to the best compared isomer or geometry (same formula, charge and spin): 23.6 kcal per mole
- Orbital gap (alpha / beta): 6.8 / 3.3 eV
- LUMO energy (alpha / beta): -1.2752 / -1.1704 eV
- Electronic energy: -20472.23274 eV

=====

The following is a quantum chemistry calculation of a molecular structure, C3H4NiO2 in a non-equilibrium geometry, from OMol25.

CARTESIAN COORDINATES (ANGSTROEM)
1 C 0.6211 -0.3597 -0.3121
2 C 0.0195 -0.9832 -1.3556
3 H 0.0429 -2.0695 -1.4491
4 H -0.3599 -0.3704 -2.1738
5 C -0.3278 0.7319 0.1193
6 O -0.4809 1.0001 1.3111
7 Ni -1.2545 2.2896 2.3916
8 H -0.6701 1.4185 -0.6725
9 O 1.2677 -1.0421 0.6411
10 H 1.1420 -0.6153 1.5000

- Expectation value of S²: 3.7530
- Energy relative to the best compared isomer or geometry (same formula, charge and spin): 0.0 kcal per mole
- Orbital gap (alpha / beta): 7.8 / 7.3 eV
- 2S+1: 4
- Net charge: +1
- LUMO energy (alpha / beta): -5.0133 / -7.0862 eV
- Electronic energy: -48301.88107 eV